Entry 1:
Entry from the OMol25 dataset: a structure of composition C21H22IN8O2SV at a distorted geometry (wB97M-V/def2-TZVPD).

Geometry as XYZ:
```
56
Properties=species:S:1:pos:R:3
V 0.35478 0.84407 0.31572
N 1.46917 -3.05250 2.52380
C 2.08688 -2.02397 1.85881
S 2.74412 -0.78462 2.81302
N 2.00860 -2.10579 0.52206
N 1.95514 -0.98860 -0.13750
C 2.32135 -0.99715 -1.39342
C 2.03352 0.20971 -2.18761
C 2.39818 0.32659 -3.55386
C 2.02793 1.47541 -4.24999
C 1.31510 2.48605 -3.54839
C 0.97742 2.22640 -2.27270
N 1.31293 1.12097 -1.54465
H 1.70510 -3.07248 3.50191
H 0.92010 -3.74505 2.10235
H 2.82809 -1.90069 -1.79676
H 2.96564 -0.51904 -3.99569
H 2.28903 1.59772 -5.30163
H 1.12217 3.54224 -3.99394
H 0.31477 2.96031 -1.74076
C -0.74742 -3.43312 -3.31470
C -0.66496 -2.09010 -3.42156
C -0.75064 -1.13512 -2.36350
C -0.84407 -1.68989 -1.09915
C -0.81423 -3.10417 -0.93342
C -0.87229 -3.97609 -2.01726
N -0.85727 -0.88740 0.04904
N -1.42468 -1.26668 1.19444
C -1.17458 -0.51432 2.32618
C -1.80491 -0.93600 3.50235
C -1.75606 -0.07030 4.60044
C -1.03461 1.13516 4.46903
C -0.26116 1.33112 3.35678
N -0.36948 0.56718 2.29859
H -0.73417 -4.08093 -4.17285
H -0.59577 -1.78654 -4.46998
H -0.64252 -0.08535 -2.53872
H -0.89357 -3.52841 0.12332
H -0.91887 -5.03684 -1.80243
H -2.35755 -1.87389 3.48146
H -2.41096 -0.29386 5.42991
H -0.96750 1.84171 5.31239
H 0.40770 2.17459 3.21337
N -3.48783 1.74171 -0.15445
C -2.97018 2.68153 0.80894
C -1.47750 2.95506 0.93093
O -1.04598 3.65233 1.77248
O -0.75292 2.28509 0.03447
H -3.09530 0.76924 -0.04309
H -3.12371 2.03744 -1.09595
H -3.36714 2.27214 1.78792
H -3.50994 3.66983 0.74486
I 2.63121 3.87463 0.34811
C 2.12366 1.83249 1.02847
H 2.36478 2.00839 2.05152
H 3.05039 1.35981 0.64128
```

Expectation value of S² = 3.781
Orbital gap (spin up / spin down) = 0.2383 / 0.2354 hartree
LUMO energy (spin up / spin down) = 2.5 / 1.9 eV
Charge = -1
Spin multiplicity = 4



Entry 2:
Entry from the OMol25 dataset: a cluster of 2 separate species, C2H8N2S in total (wB97M-V/def2-TZVPD).

Geometry as XYZ:
```
13
Properties=species:S:1:pos:R:3
C 2.41035 -1.54478 -3.76316
S 0.60150 -1.88201 -3.72440
H 2.60864 -0.59927 -3.28302
H 2.78373 -1.45829 -4.78507
H 2.90467 -2.39296 -3.30394
N -2.11045 2.00577 2.48289
C -1.59223 0.91425 3.09415
N -0.80594 1.03427 4.08944
H -1.89148 2.85313 2.98291
H -2.98720 1.95169 1.99824
H -1.88450 -0.03809 2.67475
H -0.42398 0.10696 4.28743
H 0.38690 -0.95067 -2.75023
```

Relative energy (zero: lowest compared OMol25 entry of this formula, charge and spin) = 52.8 kJ/mol
Expectation value of S² = 0.751
Orbital gap (spin up / spin down) = 0.0875 / 0.3384 hartree
LUMO energy (spin up / spin down) = 3.4 / 3.6 eV
Charge = -1
Spin multiplicity = 2



Entry 3:
Entry from the OMol25 dataset: a structure of composition C8H16S4Tc at a distorted geometry (wB97M-V/def2-TZVPD).

Geometry as XYZ:
```
29
Properties=species:S:1:pos:R:3
Tc 0.00000 0.00000 -1.92032
C -1.20851 2.16871 0.30442
C -2.51634 1.60650 -0.21749
S -2.31032 0.00002 -1.07187
C -2.16859 -1.20822 0.30428
C -1.60640 -2.51617 -0.21760
S 0.00026 -2.31017 -1.07173
C 1.20846 -2.16871 0.30441
C 2.51633 -1.60650 -0.21749
S 2.31032 -0.00002 -1.07187
C 2.16859 1.20822 0.30428
C 1.60640 2.51617 -0.21760
S -0.00025 2.31017 -1.07173
H -0.76774 1.57093 1.10337
H -1.37902 3.17661 0.70442
H -2.99360 2.27355 -0.94314
H -3.23303 1.46842 0.60067
H -3.17647 -1.37870 0.70433
H -1.57073 -0.76757 1.10323
H -2.27340 -2.99337 -0.94333
H -1.46834 -3.23282 0.60059
H 1.37904 -3.17659 0.70441
H 0.76777 -1.57091 1.10339
H 2.99358 -2.27356 -0.94314
H 3.23302 -1.46843 0.60067
H 3.17647 1.37870 0.70433
H 1.57074 0.76756 1.10323
H 2.27340 2.99337 -0.94333
H 1.46835 3.23282 0.60059
```

Expectation value of S² = 0.914
Orbital gap (spin up / spin down) = 0.2603 / 0.2580 hartree
LUMO energy (spin up / spin down) = -19.1 / -19.1 eV
Charge = +4
Spin multiplicity = 2



Entry 4:
Entry from the OMol25 dataset: a structure of composition CH5ClNOP at a distorted geometry (wB97M-V/def2-TZVPD).

Geometry as XYZ:
```
10
Properties=species:S:1:pos:R:3
C -1.16063 -1.18666 0.38015
N 0.85662 1.88302 -0.57280
O -0.34127 -0.09801 -0.19246
P 0.63408 0.87651 0.68456
Cl 3.14502 -0.31662 0.24707
H -2.03621 -0.71490 0.67706
H -0.59093 -1.70248 1.19935
H -1.43556 -1.88433 -0.40910
H 0.19397 1.71647 -1.34325
H 1.81321 2.15899 -0.76087
```

Relative energy (zero: lowest compared OMol25 entry of this formula, charge and spin) = 198.8 kJ/mol
Orbital gap = 0.3100 hartree
LUMO energy = -0.7 eV
Spin multiplicity = 1



Entry 5:
Entry from the OMol25 dataset: a structure of composition C23H28Cl3F24NaO6 at a distorted geometry (wB97M-V/def2-TZVPD).

Geometry as XYZ:
```
85
Properties=species:S:1:pos:R:3
Na -0.89650 2.93800 -1.26250
O 0.09613 0.03889 1.63939
C -0.22966 1.01838 0.72643
O -0.98539 1.95134 1.05940
O 0.29914 0.91749 -0.42067
H 0.71502 -0.48703 1.10807
C -0.98225 5.58420 0.84039
C -0.77147 6.57533 -0.29014
C -0.39310 5.93765 -1.62900
F 0.60810 5.04309 -1.42658
F -1.44863 5.27573 -2.16443
F -1.86884 7.33329 -0.49639
F 0.23494 7.41795 0.06743
O -1.90419 4.58169 0.45215
C -3.18034 4.60667 0.95840
C -3.72493 3.22525 0.65117
F -5.01432 3.10189 1.00293
F -3.62743 3.07115 -0.70908
F -3.18438 4.82610 2.27971
F -3.93469 5.56916 0.38491
H -1.32137 6.15307 1.70570
H -0.05053 5.07565 1.07025
H -0.05713 6.69248 -2.34531
H -3.13670 2.45648 1.15740
C 5.52652 -0.95272 -2.91193
C 4.66949 0.19814 -2.43517
C 3.45689 -0.26684 -1.62257
F 2.49618 -0.69992 -2.46704
F 3.78204 -1.32560 -0.82232
F 5.40006 1.02817 -1.65002
F 4.22343 0.90766 -3.49806
O 6.63826 -0.40852 -3.62391
C 6.75206 -0.80453 -4.92066
C 7.93711 -0.03086 -5.50839
F 9.03744 -0.22425 -4.75239
F 8.18079 -0.44416 -6.76562
F 6.96475 -2.14066 -4.98565
F 5.64135 -0.52012 -5.62376
H 4.91351 -1.59706 -3.54103
H 5.91991 -1.51223 -2.06854
H 3.06562 0.54260 -1.00153
H 7.70511 1.03856 -5.48120
C 2.44620 -2.93936 1.83299
C 1.30184 -3.87112 1.48750
C 0.06318 -3.11574 1.02405
F 0.32442 -2.49690 -0.14236
F -0.98735 -3.96247 0.86754
F 1.74716 -4.67958 0.49118
F 1.00004 -4.64299 2.55515
O 2.05413 -2.14503 2.93537
C 2.80607 -1.04120 3.19040
C 1.99555 -0.23110 4.19145
F 1.88617 -0.87055 5.35868
F 2.54802 0.99552 4.41440
F 4.00146 -1.40566 3.72705
F 3.05579 -0.32977 2.07743
H 2.74119 -2.35714 0.96047
H 3.29525 -3.57548 2.10397
H -0.22302 -2.39163 1.79529
H 1.02154 -0.01715 3.74128
C -3.26937 -0.51211 0.41556
C -4.58649 -0.97735 -0.17782
C -4.91843 -2.43990 0.11099
C -3.98846 -3.43860 -0.57051
C -4.39878 -4.87557 -0.31584
C -5.66399 -5.34641 -1.03648
H -3.00908 0.48977 0.06923
H -2.42735 -1.16892 0.20391
H -3.37398 -0.43645 1.50355
H -5.42380 -0.33668 0.11067
H -4.56535 -0.86850 -1.27289
H -5.95203 -2.63750 -0.19693
H -4.94771 -2.63310 1.19245
H -3.94831 -3.14795 -1.62532
H -2.98113 -3.29381 -0.17071
H -3.57415 -5.54946 -0.56435
H -4.55687 -5.02182 0.75800
H -6.54620 -4.75109 -0.80678
H -5.50185 -5.46921 -2.10606
H -5.90800 -6.34056 -0.64248
C -1.77071 1.16579 4.27793
Cl -0.68683 2.53761 4.41388
Cl -3.39947 1.69409 3.83335
Cl -1.81402 0.25214 5.79596
H -1.41725 0.49140 3.50899
```

Orbital gap = 0.3476 hartree
LUMO energy = -0.4 eV
Spin multiplicity = 1



Entry 6:
Entry from the OMol25 dataset: a structure of composition C30H34CaN6O2P2S (wB97M-V/def2-TZVPD).

Geometry as XYZ:
```
76
Properties=species:S:1:pos:R:3
Ca 0.85417 -0.05675 0.30881
C -0.82532 3.53885 0.53991
P -1.45226 1.81795 0.70689
C -3.27932 1.72199 0.43871
C -1.69212 2.07175 2.62637
C -2.54139 3.09814 3.06543
C -2.74688 3.37845 4.40406
C -2.09259 2.62520 5.37180
C -1.25010 1.60687 4.96928
C -1.04414 1.31918 3.61485
P 0.07333 -0.06634 3.16310
C -0.67411 -1.46166 4.09587
C 1.57224 0.26721 4.15729
H -1.64605 4.25856 0.47363
H -0.22977 3.61062 -0.36546
H -0.21544 3.77439 1.41201
H -3.71391 2.71510 0.30146
H -3.74861 1.25029 1.30271
H -3.47102 1.14722 -0.46344
H -3.05732 3.70525 2.32805
H -3.41122 4.18462 4.69629
H -2.23672 2.83357 6.42566
H -0.73701 1.02110 5.72395
H -0.77265 -1.23434 5.15983
H -0.04692 -2.34432 3.96120
H -1.65727 -1.69282 3.68573
H 1.36011 0.37629 5.22333
H 2.06574 1.16369 3.77284
H 2.25093 -0.57668 4.01561
C -0.72290 -1.78124 -2.45823
C 0.67132 -2.29309 -2.52404
N 0.95841 -3.53413 -2.56058
N 2.38995 -3.57074 -2.71113
C 2.94125 -2.31419 -2.23169
S 3.04914 -2.19351 -0.37337
N 1.81225 -1.47183 -2.67154
N 1.78477 -0.16049 -2.12288
H -1.38241 -2.60992 -2.20891
H -1.03734 -1.35368 -3.41303
H -0.85084 -0.98413 -1.72215
H 2.74356 -4.35494 -2.18124
H 2.02151 0.48981 -2.86396
H 2.59419 -0.13280 -1.48975
N 1.48511 -2.25304 0.40202
C 1.06665 -3.39622 0.99445
C -0.29608 -3.50150 1.38721
C -0.78662 -4.60289 2.05978
C 0.03677 -5.68222 2.37402
C 1.36977 -5.61637 1.97354
C 1.87820 -4.51967 1.30337
H -0.96270 -2.68109 1.13341
H -1.83723 -4.62713 2.33508
H -0.35064 -6.54989 2.89439
H 2.03476 -6.44720 2.19261
H 2.91809 -4.49752 1.00424
N -1.26062 1.69950 -9.70629
C -1.26477 1.69853 -8.55414
C -1.27850 1.71665 -7.12732
C -0.35240 0.97161 -6.38777
C -0.37609 1.00371 -5.00943
C -1.32564 1.77519 -4.31573
C -2.24967 2.51428 -5.07373
C -2.22930 2.48861 -6.45133
C -1.35594 1.82165 -2.89427
C -1.41069 1.88493 -1.66950
H 0.38310 0.36684 -6.90218
H 0.33527 0.41925 -4.44223
H -2.98341 3.11241 -4.55005
H -2.94703 3.06511 -7.02125
C 4.75057 1.60000 0.64309
C 3.41884 1.89619 1.33194
O 3.40156 2.51717 2.39707
O 2.39560 1.43067 0.72092
H 5.58754 1.80426 1.30829
H 4.83249 2.23765 -0.24036
H 4.76575 0.56205 0.30688
```

Relative energy (zero: lowest compared OMol25 entry of this formula, charge and spin) = 193.5 kJ/mol
Orbital gap = 0.1693 hartree
LUMO energy = 4.2 eV
Charge = -2
Spin multiplicity = 1



The following electronic energy values (in eV) correspond, in order, to the records above: -82774.899 -16017.649 -54043.629 -26466.902 -143797.461 -92548.201.